Entry 1:
22
Properties=species:S:1:pos:R:3:forces:R:3:nbo_charge:R:1 method="wB97M-V/def2-TZVPD" orbital_gap_ha=0.3120 spin_multiplicity=1 homo_ha=-0.2844
H 1.3826 -3.0597 0.5176 0.38 -2.67 -0.57 0.370
N 1.0400 -2.1666 0.4799 -2.17 4.08 0.04 -0.783
C -0.0051 -1.7921 -0.1747 1.02 -0.24 1.03 0.282
S -0.9388 -2.7188 -1.3185 0.27 -0.64 0.02 0.352
C -1.9650 -1.3961 -1.6296 0.93 1.64 1.32 -0.469
C -1.6467 -0.2843 -0.9177 -1.10 -1.44 -1.35 -0.027
N -0.5999 -0.4902 -0.0682 1.64 -1.79 -0.02 -0.428
C -0.0107 0.4963 0.7910 0.45 -0.10 1.64 -0.056
C -1.1568 1.3134 1.3542 0.27 -1.48 -3.12 -0.597
C 1.0479 1.3051 0.0099 -0.79 -0.85 0.92 0.203
C 2.2326 0.4810 -0.2685 3.05 0.57 -0.78 -0.646
F 1.3789 2.3965 0.7245 0.20 1.75 1.18 -0.360
H -2.7433 -1.4774 -2.2903 -1.68 -0.12 -1.46 0.232
H -2.2265 0.6300 -1.0157 0.52 -0.18 0.30 0.234
H 0.4237 -0.0901 1.6923 -0.14 0.98 -1.68 0.240
H -1.7616 1.7138 0.5700 -0.21 0.67 -0.67 0.189
H -1.7639 0.5883 1.7622 -1.52 -1.24 1.70 0.214
H -0.8937 2.0716 1.9523 1.09 2.50 2.51 0.225
H 0.5767 1.6388 -0.9186 0.02 0.13 -0.13 0.149
H 2.6599 -0.1914 0.5082 -0.97 0.55 -0.40 0.245
H 1.8183 -0.0400 -1.0917 0.53 -1.54 -0.97 0.215
H 3.1512 1.0718 -0.6687 -1.80 -0.58 0.50 0.216

Entry 2:
12
Properties=species:S:1:pos:R:3:forces:R:3:nbo_charge:R:1 method="wB97M-V/def2-TZVPD" orbital_gap_ha=0.2835 spin_multiplicity=1 homo_ha=-0.3579
C -0.5368 -1.2796 0.1704 -1.57 1.51 2.82 -0.623
C 0.0261 0.0850 0.2483 0.77 2.94 -0.06 -0.738
P 1.8468 -0.1076 0.1835 1.06 0.94 1.52 1.050
S 2.4254 -1.2410 1.6404 0.17 0.80 -0.44 -0.407
S 2.6137 -0.8599 -1.6359 -0.46 0.51 0.23 -0.199
Cl 2.6828 2.4720 0.3237 -0.93 -2.62 -0.36 -0.460
H -1.6101 -1.2495 0.4060 0.25 -0.29 -0.68 0.236
H -0.2184 -1.6631 -0.7088 0.15 -1.77 -2.93 0.212
H -0.0462 -1.7722 0.9675 0.10 -1.15 0.78 0.230
H -0.2491 0.7514 1.0866 0.54 -0.96 0.47 0.274
H -0.2347 0.8082 -0.5031 -0.22 -0.16 -1.25 0.250
H 2.5514 -2.0998 -1.1026 0.13 0.25 -0.10 0.175

Please write out number 1 again, unchanged.
22
Properties=species:S:1:pos:R:3:forces:R:3:nbo_charge:R:1 method="wB97M-V/def2-TZVPD" orbital_gap_ha=0.3120 spin_multiplicity=1 homo_ha=-0.2844
H 1.3826 -3.0597 0.5176 0.38 -2.67 -0.57 0.370
N 1.0400 -2.1666 0.4799 -2.17 4.08 0.04 -0.783
C -0.0051 -1.7921 -0.1747 1.02 -0.24 1.03 0.282
S -0.9388 -2.7188 -1.3185 0.27 -0.64 0.02 0.352
C -1.9650 -1.3961 -1.6296 0.93 1.64 1.32 -0.469
C -1.6467 -0.2843 -0.9177 -1.10 -1.44 -1.35 -0.027
N -0.5999 -0.4902 -0.0682 1.64 -1.79 -0.02 -0.428
C -0.0107 0.4963 0.7910 0.45 -0.10 1.64 -0.056
C -1.1568 1.3134 1.3542 0.27 -1.48 -3.12 -0.597
C 1.0479 1.3051 0.0099 -0.79 -0.85 0.92 0.203
C 2.2326 0.4810 -0.2685 3.05 0.57 -0.78 -0.646
F 1.3789 2.3965 0.7245 0.20 1.75 1.18 -0.360
H -2.7433 -1.4774 -2.2903 -1.68 -0.12 -1.46 0.232
H -2.2265 0.6300 -1.0157 0.52 -0.18 0.30 0.234
H 0.4237 -0.0901 1.6923 -0.14 0.98 -1.68 0.240
H -1.7616 1.7138 0.5700 -0.21 0.67 -0.67 0.189
H -1.7639 0.5883 1.7622 -1.52 -1.24 1.70 0.214
H -0.8937 2.0716 1.9523 1.09 2.50 2.51 0.225
H 0.5767 1.6388 -0.9186 0.02 0.13 -0.13 0.149
H 2.6599 -0.1914 0.5082 -0.97 0.55 -0.40 0.245
H 1.8183 -0.0400 -1.0917 0.53 -1.54 -0.97 0.215
H 3.1512 1.0718 -0.6687 -1.80 -0.58 0.50 0.216